Entry from the OMol25 dataset: a molecular structure, C32H22BBrF9N4O4PS3Se3Te2Ti at a distorted geometry (the ωB97M-V functional and the def2-TZVPD basis).

The value obtained for the gap between HOMO and LUMO (spin up / spin down) is 5.0 / 5.0 eV. The energy above the lowest of the compared OMol25 structures with the same formula, charge and spin comes out at 40.70 kcal/mol. The electronic energy comes out at -418409.3446 eV. As for the LUMO energy (spin up / spin down): 3.3097 / 3.2983 eV.

The geometry in ORCA input format:
```
! wB97M-V def2-TZVPD RIJCOSX def2/J DEFGRID3
* xyz -2 1
Ti 0.749 1.324 1.102
Se 0.553 0.153 5.924
Te 1.293 1.379 3.947
Te 0.091 3.796 4.419
Se 0.618 3.716 1.919
C 4.109 2.939 0.175
N 3.638 2.183 -0.972
C 4.404 1.322 -1.723
C 3.619 0.868 -2.723
N 2.374 1.438 -2.584
B 1.251 1.404 -3.663
N 0.478 0.053 -3.612
C 0.280 -0.725 -4.736
C -0.483 -1.783 -4.398
N -0.755 -1.658 -3.054
C -1.489 -2.609 -2.245
C -0.151 -0.534 -2.584
S -0.325 -0.142 -0.936
C 2.390 2.202 -1.482
S 1.051 3.030 -0.787
H 5.126 3.272 -0.032
H 4.099 2.332 1.078
H 3.460 3.801 0.311
H 5.417 1.085 -1.451
H 3.829 0.169 -3.512
H 1.794 1.434 -4.748
H 0.501 2.330 -3.496
H 0.717 -0.450 -5.678
H -0.832 -2.622 -4.972
H -1.779 -3.441 -2.884
H -2.380 -2.139 -1.824
H -0.844 -2.979 -1.447
F -4.297 -4.084 1.001
C -3.771 -2.859 1.065
C -4.562 -1.760 0.810
F -5.856 -1.921 0.507
C -4.008 -0.496 0.887
F -4.827 0.545 0.681
C -2.668 -0.298 1.176
P -1.937 1.382 1.291
C -2.789 1.915 2.811
C -2.422 1.250 3.979
C -3.023 1.572 5.185
C -3.989 2.566 5.230
C -4.360 3.229 4.070
C -3.765 2.904 2.858
C -2.592 2.364 -0.090
C -3.022 1.776 -1.277
C -3.329 2.563 -2.375
C -3.202 3.943 -2.303
C -2.769 4.534 -1.128
C -2.456 3.750 -0.026
C -1.890 -1.421 1.471
Br -0.099 -1.297 2.044
C -2.441 -2.687 1.409
F -1.721 -3.770 1.687
H -1.648 0.491 3.973
H -2.690 1.066 6.082
H -4.446 2.835 6.176
H -5.116 4.005 4.102
H -4.075 3.409 1.954
H -3.088 0.700 -1.355
H -3.644 2.091 -3.297
H -3.420 4.553 -3.171
H -2.646 5.609 -1.069
H -2.069 4.215 0.871
O 4.227 0.837 2.664
S 3.422 -0.226 2.091
O 4.133 -1.210 1.328
O 2.443 0.537 1.048
O 2.427 -0.778 3.033
F 6.044 -7.168 -0.195
C 5.100 -6.235 -0.450
C 3.943 -6.179 0.301
F 3.764 -7.073 1.294
C 2.982 -5.224 0.029
F 1.883 -5.240 0.793
C 3.114 -4.281 -0.999
Se 1.826 -2.972 -1.330
C 4.303 -4.376 -1.731
F 4.544 -3.533 -2.749
C 5.274 -5.324 -1.471
F 6.401 -5.377 -2.215
*
```

Entry from the OMol25 dataset: a molecular structure, C32H22CoIN5OS2 (the ωB97M-V functional and the def2-TZVPD basis).

The value obtained for the gap between HOMO and LUMO (spin up / spin down) is 5.3 / 5.2 eV. The energy above the lowest of the compared OMol25 structures with the same formula, charge and spin comes out at 30.01 kcal/mol. The electronic energy comes out at -110439.6740 eV. As for the LUMO energy (spin up / spin down): -1.2429 / -1.2598 eV.

The geometry in ORCA input format:
```
! wB97M-V def2-TZVPD RIJCOSX def2/J DEFGRID3
* xyz 0 2
Co -0.104 0.120 0.189
O 3.515 0.333 -1.280
C 2.348 0.122 -0.983
N 1.712 0.507 0.142
C 2.524 0.703 1.319
C 1.744 0.209 2.518
C 2.136 0.494 3.820
C 1.372 0.024 4.874
C 0.237 -0.724 4.598
C -0.087 -0.962 3.274
N 0.639 -0.506 2.253
C 1.476 -0.845 -1.742
C 1.819 -1.419 -2.944
C 1.104 -2.522 -3.379
C 0.168 -3.089 -2.532
C -0.149 -2.427 -1.366
N 0.431 -1.278 -1.016
H 2.857 1.738 1.476
H 3.440 0.109 1.212
H 3.023 1.089 3.994
H 1.653 0.236 5.898
H -0.387 -1.108 5.393
H -0.962 -1.550 3.014
H 2.613 -0.977 -3.528
H 1.285 -2.945 -4.357
H -0.364 -3.991 -2.798
H -0.898 -2.828 -0.696
S -3.964 -3.001 -2.844
C -5.389 -3.466 -3.671
C -6.460 -2.713 -3.302
C -6.130 -1.748 -2.324
C -4.810 -1.773 -1.963
C -4.138 -0.957 -0.964
C -2.742 -0.795 -1.002
N -2.049 -0.114 -0.109
C -2.759 0.584 0.818
C -4.151 0.468 0.965
C -4.767 1.205 2.031
C -4.052 2.035 2.823
C -2.645 2.236 2.622
C -1.854 3.083 3.392
C -0.510 3.241 3.070
C -0.029 2.551 1.945
N -0.718 1.663 1.259
C -2.025 1.501 1.597
C 0.394 4.028 3.898
C 0.198 4.490 5.172
C 1.327 5.152 5.711
C 2.374 5.190 4.846
S 2.000 4.422 3.361
C -4.837 -0.351 0.071
H -5.343 -4.268 -4.390
H -7.450 -2.833 -3.716
H -6.835 -1.028 -1.931
H -2.197 -1.221 -1.836
H -5.834 1.095 2.177
H -4.536 2.582 3.623
H -2.296 3.647 4.203
H 0.979 2.738 1.600
H -0.721 4.347 5.723
H 1.361 5.576 6.704
H 3.346 5.639 4.974
H -5.906 -0.492 0.170
I -1.556 -0.136 -3.978
*
```

Entry from the OMol25 dataset: a molecular structure, C32H22I2PPt (the ωB97M-V functional and the def2-TZVPD basis).

The value obtained for the gap between HOMO and LUMO is 5.0 eV. The energy above the lowest of the compared OMol25 structures with the same formula, charge and spin comes out at 15.48 kcal/mol. The electronic energy comes out at -62249.8903 eV. As for the LUMO energy: -11.7768 eV.

The geometry in ORCA input format:
```
! wB97M-V def2-TZVPD RIJCOSX def2/J DEFGRID3
* xyz 3 1
Pt 1.291 0.473 0.196
I 2.177 0.811 -2.211
C 4.113 0.241 -1.683
C 5.218 0.428 -2.475
C 6.447 -0.070 -2.010
C 6.524 -0.746 -0.812
C 5.370 -0.959 -0.028
C 5.384 -1.672 1.196
C 4.227 -1.891 1.926
C 3.003 -1.428 1.443
C 3.004 -0.557 0.368
C 4.139 -0.425 -0.474
H 5.166 0.943 -3.426
H 7.336 0.083 -2.605
H 7.481 -1.104 -0.454
H 6.320 -2.094 1.543
H 4.261 -2.465 2.841
H 2.080 -1.699 1.951
I 0.436 2.366 1.700
C -1.230 1.630 2.765
C -1.458 2.338 3.924
C -2.462 1.925 4.802
C -3.140 0.763 4.537
C -2.875 0.013 3.371
C -3.538 -1.224 3.199
C -3.292 -2.017 2.108
C -2.443 -1.549 1.110
C -1.803 -0.310 1.197
P -1.030 0.224 -0.327
C -1.105 -1.079 -1.546
C -0.123 -2.064 -1.675
C -0.279 -3.072 -2.610
C -1.413 -3.106 -3.413
C -2.399 -2.136 -3.281
C -2.250 -1.117 -2.354
C -1.772 1.690 -1.007
C -2.737 2.412 -0.300
C -3.299 3.542 -0.874
C -2.896 3.956 -2.137
C -1.945 3.231 -2.849
C -1.385 2.098 -2.289
C -1.936 0.467 2.394
H -0.864 3.207 4.180
H -2.659 2.502 5.695
H -3.884 0.391 5.229
H -4.232 -1.541 3.966
H -3.776 -2.977 1.992
H -2.322 -2.154 0.223
H 0.753 -2.070 -1.034
H 0.478 -3.837 -2.710
H -1.530 -3.897 -4.142
H -3.284 -2.170 -3.902
H -3.019 -0.360 -2.261
H -3.072 2.085 0.676
H -4.061 4.093 -0.340
H -3.338 4.839 -2.580
H -1.660 3.541 -3.845
H -0.697 1.499 -2.878
*
```

Entry from the OMol25 dataset: a molecular structure, C32H23BBr2F2IN4Tl at a distorted geometry (the ωB97M-V functional and the def2-TZVPD basis).

The value obtained for the gap between HOMO and LUMO is 6.8 eV. The energy above the lowest of the compared OMol25 structures with the same formula, charge and spin comes out at 46.70 kcal/mol. The electronic energy comes out at -198509.5295 eV. As for the LUMO energy: -0.6264 eV.

The geometry in ORCA input format:
```
! wB97M-V def2-TZVPD RIJCOSX def2/J DEFGRID3
* xyz 0 1
Tl 0.283 0.426 0.326
Br -1.002 -6.488 2.562
C -0.771 -4.756 1.824
C -1.684 -3.747 2.092
C -1.464 -2.521 1.486
N -0.440 -2.265 0.692
C 0.464 -3.217 0.473
C 0.318 -4.497 1.013
C 1.625 -2.854 -0.356
C 2.679 -3.749 -0.552
C 3.743 -3.360 -1.346
Br 5.189 -4.557 -1.644
C 3.738 -2.105 -1.928
C 2.653 -1.286 -1.664
N 1.632 -1.636 -0.900
H -2.529 -3.910 2.740
H -2.147 -1.699 1.652
H 1.021 -5.288 0.814
H 2.692 -4.721 -0.092
H 4.552 -1.769 -2.549
H 2.617 -0.300 -2.103
I 0.207 1.352 -2.734
C 2.041 2.402 -2.395
C 2.506 3.174 -3.424
C 3.711 3.874 -3.281
C 4.414 3.794 -2.114
C 3.945 3.011 -1.041
C 4.672 2.942 0.165
C 4.221 2.194 1.213
C 3.017 1.487 1.084
C 2.276 1.498 -0.070
C 2.722 2.277 -1.164
H 1.946 3.258 -4.342
H 4.070 4.478 -4.100
H 5.340 4.336 -1.991
H 5.597 3.498 0.232
H 4.780 2.137 2.137
H 2.653 0.916 1.939
C -2.771 -0.934 -0.941
N -2.028 0.211 -0.435
C -2.660 1.344 -0.330
C -2.067 2.502 0.193
C -2.605 3.786 0.397
C -1.606 4.540 0.984
C -0.499 3.695 1.110
N -0.766 2.480 0.642
C -3.395 -0.719 -2.298
C -2.604 -0.748 -3.439
C -3.160 -0.546 -4.689
C -4.524 -0.342 -4.814
C -5.325 -0.334 -3.684
C -4.762 -0.511 -2.432
H -3.566 -1.192 -0.225
H -2.073 -1.773 -1.001
H -3.700 1.420 -0.653
H -3.599 4.100 0.141
H -1.658 5.568 1.290
H 0.471 3.927 1.513
H -1.547 -0.950 -3.344
H -2.528 -0.555 -5.565
H -4.964 -0.201 -5.789
H -6.391 -0.191 -3.777
H -5.396 -0.510 -1.556
F 1.264 -1.513 2.987
B 0.627 -0.372 2.678
F 0.164 0.171 3.797
*
```

Entry from the OMol25 dataset: a molecular structure, C32H23ClF3N2O10PSTa at a distorted geometry (the ωB97M-V functional and the def2-TZVPD basis).

The value obtained for the gap between HOMO and LUMO is 7.3 eV. The energy above the lowest of the compared OMol25 structures with the same formula, charge and spin comes out at 128.06 kcal/mol. The electronic energy comes out at -99353.2092 eV. As for the LUMO energy: -3.8470 eV.

The geometry in ORCA input format:
```
! wB97M-V def2-TZVPD RIJCOSX def2/J DEFGRID3
* xyz 1 1
Ta -0.419 -0.018 0.496
O 0.633 4.200 3.288
C 0.234 3.367 2.338
O 0.963 2.832 1.548
C -1.252 3.159 2.323
C -2.131 3.910 3.091
C -3.491 3.680 2.957
C -3.933 2.708 2.078
C -2.983 1.956 1.410
N -1.678 2.178 1.524
C -3.352 0.763 0.568
O -4.481 0.477 0.298
O -2.280 0.076 0.227
H 1.597 4.276 3.291
H -1.742 4.661 3.763
H -4.203 4.251 3.537
H -4.984 2.515 1.915
C 0.326 -3.191 -4.783
C 1.277 -3.575 -3.849
C 1.694 -2.679 -2.878
C 1.169 -1.387 -2.849
C 0.211 -1.008 -3.783
C -0.207 -1.911 -4.748
P 1.698 -0.295 -1.492
C 3.446 0.087 -1.880
C 4.083 -0.399 -3.017
C 5.349 0.065 -3.346
C 5.982 1.003 -2.546
C 5.360 1.463 -1.393
C 4.097 1.005 -1.056
C 0.914 1.288 -1.894
C 1.336 2.169 -2.884
C 0.585 3.307 -3.126
C -0.586 3.534 -2.410
C -0.979 2.662 -1.407
C -0.215 1.536 -1.107
H -0.012 -3.898 -5.529
H 1.689 -4.575 -3.872
H 2.427 -2.980 -2.138
H -0.226 -0.018 -3.746
H -0.962 -1.618 -5.465
H 3.598 -1.122 -3.656
H 5.835 -0.305 -4.239
H 6.959 1.378 -2.820
H 5.857 2.182 -0.757
H 3.609 1.367 -0.158
H 2.234 1.962 -3.454
H 0.911 4.015 -3.877
H -1.188 4.405 -2.632
H -1.889 2.878 -0.861
S -1.438 -0.166 3.209
C -2.449 -1.502 3.539
N -3.233 -2.073 2.600
C -4.025 -3.142 2.838
C -4.100 -3.685 4.084
C -3.329 -3.108 5.108
C -2.525 -2.030 4.842
H -3.184 -1.754 1.636
H -4.574 -3.516 1.986
H -4.730 -4.539 4.273
H -3.368 -3.526 6.105
H -1.914 -1.569 5.603
O -2.907 -2.537 -0.132
Cl -1.499 -2.666 -0.261
O -0.898 -2.358 1.037
O -1.117 -3.934 -0.714
O -0.957 -1.629 -1.135
F 1.947 -2.428 0.990
C 2.199 -1.842 2.186
F 3.255 -2.417 2.698
F 1.152 -2.088 2.981
C 2.316 -0.290 1.943
O 3.320 0.302 2.157
O 1.176 0.162 1.427
*
```

Entry from the OMol25 dataset: a molecular structure, C32H23ClN2O4PPt at a distorted geometry (the ωB97M-V functional and the def2-TZVPD basis).

The value obtained for the gap between HOMO and LUMO is 6.1 eV. The energy above the lowest of the compared OMol25 structures with the same formula, charge and spin comes out at 0.00 kcal/mol. The electronic energy comes out at -69757.9713 eV. As for the LUMO energy: -11.0425 eV.

The geometry in ORCA input format:
```
! wB97M-V def2-TZVPD RIJCOSX def2/J DEFGRID3
* xyz 3 1
Pt 0.474 -0.602 0.709
O 2.963 -4.205 0.555
C 2.262 -3.117 0.744
O 1.829 -2.408 -0.146
C 2.044 -2.809 2.201
C 2.670 -3.549 3.191
C 2.499 -3.169 4.510
C 1.703 -2.071 4.788
C 1.119 -1.370 3.745
N 1.282 -1.740 2.465
C 0.350 -0.081 3.960
O -0.125 0.200 5.158
O 0.183 0.681 3.042
H 3.103 -4.388 -0.392
H 3.280 -4.399 2.922
H 2.995 -3.704 5.308
H 1.577 -1.754 5.815
H 0.036 -0.462 5.845
Cl 2.837 0.978 0.554
C 3.061 0.874 -1.177
C 4.312 1.081 -1.710
C 4.486 0.947 -3.087
C 3.424 0.597 -3.905
C 2.166 0.393 -3.357
C 1.967 0.555 -1.985
P 0.328 0.417 -1.279
C -0.776 -0.308 -2.476
C -0.820 -1.700 -2.558
C -1.687 -2.294 -3.460
C -2.511 -1.508 -4.261
C -2.451 -0.124 -4.191
C -1.590 0.486 -3.291
C -0.243 2.095 -0.834
C -1.148 2.199 0.334
C -1.705 3.543 0.559
C -1.253 4.640 -0.110
C -0.314 4.476 -1.133
C 0.180 3.199 -1.496
H 5.144 1.334 -1.068
H 5.466 1.113 -3.513
H 3.570 0.490 -4.971
H 1.336 0.102 -3.989
H -0.181 -2.302 -1.923
H -1.729 -3.372 -3.538
H -3.206 -1.981 -4.943
H -3.061 0.482 -4.848
H -1.537 1.569 -3.242
H -0.516 2.057 1.244
H -2.423 3.667 1.363
H -1.617 5.629 0.137
H 0.032 5.350 -1.676
H 0.872 3.108 -2.326
N -6.422 0.864 2.787
C -5.378 0.656 2.359
C -4.069 0.384 1.821
C -3.428 -0.870 2.117
C -2.177 -1.165 1.646
C -1.462 -0.259 0.853
C -2.151 0.981 0.369
C -3.459 1.274 1.026
H -3.949 -1.583 2.748
H -1.740 -2.113 1.929
H -2.446 0.797 -0.683
H -3.973 2.190 0.765
*
```

Entry from the OMol25 dataset: a molecular structure, C32H24AuClF6N2O7P2S4Te (the ωB97M-V functional and the def2-TZVPD basis).

The value obtained for the gap between HOMO and LUMO (spin up / spin down) is 5.6 / 5.7 eV. The energy above the lowest of the compared OMol25 structures with the same formula, charge and spin comes out at 16.70 kcal/mol. The electronic energy comes out at -152618.1367 eV. As for the LUMO energy (spin up / spin down): 3.1241 / 2.2210 eV.

The geometry in ORCA input format:
```
! wB97M-V def2-TZVPD RIJCOSX def2/J DEFGRID3
* xyz -2 3
Au -0.121 0.534 2.141
Te -0.002 -3.697 -1.318
C 1.521 -3.828 -2.783
C 2.799 -4.214 -2.406
C 3.790 -4.283 -3.376
N 3.588 -4.005 -4.661
C 2.357 -3.633 -5.009
C 1.300 -3.525 -4.118
C 0.528 -1.773 -0.640
P 0.392 -1.464 1.149
C 1.969 -2.102 1.825
C 2.419 -3.390 1.539
C 3.640 -3.833 2.022
C 4.428 -2.987 2.793
C 3.981 -1.709 3.091
C 2.753 -1.271 2.616
C -0.913 -2.639 1.627
C -0.763 -3.600 2.617
C -1.821 -4.442 2.924
C -3.032 -4.318 2.256
C -3.196 -3.335 1.289
C -2.142 -2.489 0.982
P 0.414 -0.671 -2.094
C 1.597 0.688 -1.813
C 2.299 0.917 -0.637
C 3.180 1.986 -0.537
C 3.370 2.831 -1.621
C 2.690 2.595 -2.809
C 1.818 1.526 -2.908
C -1.274 0.009 -1.940
C -1.667 1.268 -1.239
C -3.138 1.449 -1.109
C -4.037 0.640 -1.718
C -3.600 -0.469 -2.478
C -2.227 -0.752 -2.560
H 3.036 -4.450 -1.378
H 4.798 -4.573 -3.099
H 2.207 -3.392 -6.055
H 0.332 -3.185 -4.463
H 1.805 -4.055 0.944
H 3.978 -4.837 1.794
H 5.384 -3.330 3.170
H 4.580 -1.051 3.706
H 2.390 -0.285 2.879
H 0.168 -3.672 3.164
H -1.703 -5.188 3.699
H -3.855 -4.977 2.503
H -4.143 -3.215 0.781
H -2.275 -1.711 0.236
H 2.161 0.273 0.224
H 3.700 2.168 0.395
H 4.037 3.680 -1.534
H 2.807 3.267 -3.649
H 1.242 1.382 -3.815
H -1.199 1.327 -0.246
H -3.460 2.322 -0.555
H -5.093 0.866 -1.647
H -4.311 -1.093 -3.001
H -1.909 -1.617 -3.133
Cl -0.088 -0.594 4.534
O -2.926 3.006 -4.100
S -1.492 2.822 -4.031
O -0.697 3.955 -4.469
O -1.036 1.530 -4.525
S -0.951 2.838 -1.952
F 1.065 4.616 1.178
C -0.002 5.157 1.762
F -0.893 5.469 0.832
F 0.383 6.271 2.379
S -0.711 3.951 2.987
O -0.524 2.695 2.281
O 0.016 4.171 4.198
N -2.246 4.222 3.024
S -2.898 5.379 3.900
O -2.249 6.655 3.766
O -3.317 4.947 5.201
C -4.449 5.520 2.928
F -5.221 6.453 3.507
F -5.128 4.376 2.909
F -4.216 5.895 1.675
*
```

> Look up the electronic energy of the first one.

-418409.3446 eV

> Which value of electronic energy does entry 2 give?

-110439.6740 eV

> Number 1 is which compound?

C32H22BBrF9N4O4PS3Se3Te2Ti

> The lowest electronic energy belongs to which entry?

C32H22BBrF9N4O4PS3Se3Te2Ti